Molecular formula: C29H31OZr
Method: DFT, ωB97M-V/def2-TZVPD

```
62
Properties=species:S:1:pos:R:3:nbo_charge:R:1
C -2.818 1.251 3.639 -0.252
O -2.306 0.403 2.605 -0.543
C -0.882 0.433 2.474 0.097
C -0.384 -0.887 1.858 -0.070
C 0.973 -1.216 2.000 -0.164
C 1.485 -2.335 1.354 -0.230
C 0.646 -3.104 0.525 -0.011
C 1.239 -4.273 -0.191 -0.631
C -0.712 -2.797 0.432 -0.210
C -1.231 -1.678 1.077 -0.197
H -3.900 1.334 3.482 0.198
H -2.593 0.763 4.599 0.185
H -2.393 2.273 3.664 0.161
H -0.410 0.487 3.468 0.181
H 1.614 -0.560 2.607 0.197
H 2.532 -2.619 1.502 0.216
H 0.474 -4.780 -0.779 0.219
H 2.039 -3.934 -0.858 0.220
H 1.684 -4.997 0.502 0.227
H -1.379 -3.432 -0.146 0.217
H -2.272 -1.380 0.967 0.231
C -0.488 1.596 1.614 -0.644
Zr 0.762 4.648 -0.281 2.238
C 1.976 5.278 1.410 -1.300
C -0.291 6.653 -0.845 -0.455
C -1.092 5.685 -1.555 -0.391
C -2.027 5.088 -0.626 -0.050
C -2.923 4.005 -0.757 -0.208
C -3.617 3.567 0.363 -0.193
C -3.404 4.157 1.629 -0.183
C -2.486 5.184 1.801 -0.206
C -1.784 5.673 0.677 -0.107
C -0.693 6.605 0.535 -0.327
C 0.855 3.131 -2.177 -0.326
C 1.462 4.407 -2.465 -0.500
C 2.740 4.449 -1.779 -0.108
C 3.695 5.490 -1.636 -0.202
C 4.821 5.251 -0.864 -0.176
C 4.998 4.020 -0.187 -0.186
C 4.060 3.002 -0.273 -0.180
C 2.907 3.197 -1.072 -0.122
C 1.698 2.424 -1.270 -0.319
H -1.070 1.532 0.676 0.225
H 0.581 1.605 1.359 0.209
H -0.725 2.552 2.103 0.208
H 2.554 6.168 1.137 0.264
H 1.340 5.527 2.270 0.245
H 2.680 4.501 1.728 0.246
H 0.414 7.353 -1.287 0.280
H -1.157 5.544 -2.630 0.256
H -3.037 3.530 -1.734 0.230
H -4.339 2.750 0.279 0.238
H -3.978 3.785 2.482 0.235
H -2.285 5.615 2.785 0.235
H -0.324 7.218 1.354 0.262
H -0.069 2.748 -2.603 0.271
H 1.149 5.164 -3.177 0.271
H 3.520 6.426 -2.172 0.236
H 5.599 6.013 -0.769 0.239
H 5.903 3.881 0.410 0.239
H 4.191 2.051 0.247 0.237
H 1.571 1.409 -0.895 0.273
```

**2S+1**: 1
**M**: 486.79 g mol⁻¹
**Maximum force**: 2.1 eV/Å
**Gap between HOMO and LUMO**: 0.237 Eh
**Highest occupied orbital energy**: -0.39903 hartree
**Net charge**: +1